This record from OMol25 describes a structure of composition C6H5NNdO5. The level of theory is ωB97M-V/def2-TZVPD.

- Kohn-Sham gap (alpha / beta): 6.5 / 6.7 eV
- E_HOMO (alpha / beta): -0.8458 / -0.8467 hartree
- Calculated total energy: -33260.1598 eV
- ΔE to the lowest compared entry with this formula, charge and spin: 1547.2 kJ/mol
- Total charge: +3
- Spin multiplicity: 4

Element x y z (Å)
O: 2.09785 1.53662 2.32094
C: 1.69518 1.39622 1.34052
Nd: 0.87163 1.09411 -0.35432
O: 3.25174 -0.64754 -1.09173
C: 2.42999 -0.00150 -0.84595
C: 1.09345 3.01093 -0.73155
O: 1.16159 4.06616 -0.91278
C: 0.24329 0.88311 -2.15459
O: -0.16272 0.73875 -3.13727
C: -1.26185 -1.51636 -0.48690
C: -1.12124 -0.94768 0.88725
N: -1.83307 -1.42658 1.92065
O: -0.33445 0.01225 1.10087
H: -1.98071 -2.35312 -0.48244
H: -0.27789 -1.89288 -0.83512
H: -1.63970 -0.74170 -1.18327
H: -1.73895 -1.01564 2.85797
H: -2.49414 -2.19516 1.78775

Cartesian forces (eV/Å) of the 3 atoms listed first:
O 2.1 0.7 7.0
C 6.5 2.4 6.3
Nd -15.4 -7.1 6.8

Löwdin population analysis, charges in e, atoms 1 to 2: 0.45, -0.24